Molecular formula: C3H17N2O9
Method: DFT, wB97M-V/def2-TZVPD

XYZ file:
```
31
Properties=species:S:1:pos:R:3:mulliken_charge:R:1
O 0.2360 1.3857 0.7923 -0.794
C 0.7530 0.5560 0.0197 0.334
N -0.0184 -0.2342 -0.7366 0.469
C 0.3049 -1.5276 -1.5099 0.358
O 1.1553 -1.4419 -2.3759 -0.630
O -0.4512 -2.4274 -1.1112 -0.796
C 2.2784 0.6223 -0.2548 -0.920
N 2.6021 0.9703 -1.6281 -0.622
H -1.0265 -0.1203 -0.6132 0.468
H 2.6308 1.5027 0.3092 0.329
H 2.9028 -0.1529 0.1793 0.342
H 1.8783 1.5747 -1.9659 0.282
H 2.6781 0.2275 -2.3185 0.341
H -1.3742 1.8613 0.2729 0.335
H -1.7817 3.3694 0.0853 0.276
O -2.1155 2.4742 0.0840 -0.697
H -2.4085 -0.1979 2.4173 0.430
H -3.4025 0.6967 1.6186 0.274
O -3.1099 0.4500 2.4960 -0.649
H -0.1410 0.1973 2.2134 0.334
H -0.6274 0.6609 3.5024 0.286
O -0.5743 -0.1708 3.0152 -0.756
H 2.0928 -2.2662 2.4062 0.319
H 1.1597 -1.2148 2.3065 0.273
O 2.0443 -1.4152 1.9435 -0.563
H -0.9983 -1.9068 1.1243 0.294
H -1.7170 -1.8868 -0.0139 0.349
O -1.9105 -1.6355 0.9181 -0.669
H -0.6399 0.7877 -3.0422 0.315
H -0.0411 1.7805 -2.1475 0.351
O -0.2152 1.6519 -3.0856 -0.664
```

Kohn-Sham gap: 0.33220 Ha
LUMO energy: 0.110 Eh
maximum force: 1.7 eV Å⁻¹
E: -24797.6185 eV
net charge: -1


Molecular formula: C4H7Cl2O3P
Method: DFT, wB97M-V/def2-TZVPD

XYZ file:
```
17
Properties=species:S:1:pos:R:3:mulliken_charge:R:1
C 0.6273 0.0810 0.8659 -1.193
C -0.8890 -0.1113 0.8524 -0.416
C -1.5712 0.1416 -1.5397 -0.697
C -1.5139 0.6069 -0.2964 0.202
O -3.1271 -1.9007 -0.4239 -0.679
O -3.7103 0.0335 1.1312 -0.642
O -4.3663 0.1645 -1.3400 -0.671
P -3.6342 -0.5159 -0.2464 0.983
Cl 22.9157 -0.0359 -0.0510 -1.000
Cl -2.0490 2.2019 0.0096 -0.176
H 1.0697 -0.3024 -0.0515 0.308
H 1.0643 -0.4472 1.7107 0.382
H 0.8725 1.1383 0.9504 0.312
H -1.3204 0.2508 1.7854 0.403
H -1.1513 -1.1658 0.7503 0.308
H -1.2343 -0.8564 -1.7567 0.284
H -1.9825 0.7170 -2.3504 0.291
```

Kohn-Sham gap: 0.25121 Ha
LUMO energy: 0.149 Eh
maximum force: 2.2 eV Å⁻¹
E: -44742.3353 eV
net charge: -2


Molecular formula: ClH4N2OP
Method: DFT, wB97M-V/def2-TZVPD

XYZ file:
```
9
Properties=species:S:1:pos:R:3:mulliken_charge:R:1
N 0.9398 1.7577 0.1742 -0.617
N -0.5861 -1.1584 -0.8731 -0.250
O 0.2688 -1.3097 1.4857 -0.432
P -0.6791 -0.3294 0.6547 0.349
Cl -1.3329 -0.5437 -2.2423 -0.084
H 0.6526 2.6440 0.5907 0.194
H 0.5392 1.8331 -0.7246 0.193
H -0.8513 -2.0763 -0.8607 0.289
H 1.0490 -0.8174 1.7955 0.357
```

Kohn-Sham gap (spin up / spin down): 0.26912 / 0.32091 Ha
LUMO energy (spin up / spin down): -0.014 / -0.013 Eh
maximum force: 3.2 eV Å⁻¹
E: -26900.6295 eV


Molecular formula: C3H8INO2
Method: DFT, wB97M-V/def2-TZVPD

XYZ file:
```
15
Properties=species:S:1:pos:R:3:mulliken_charge:R:1
C 0.6957 1.3529 2.0618 -0.963
C -1.2952 0.3868 -0.9126 -0.134
C 0.4034 0.6400 0.7868 0.749
N -0.4983 -2.4368 -1.6101 -0.792
O 1.2083 -0.1272 0.2090 -0.550
O -0.8153 0.8977 0.4310 -0.332
I 1.2202 -2.0978 -2.4129 0.381
H 1.7036 1.8036 2.1656 0.280
H -0.0572 1.9898 2.4774 0.333
H 0.5951 0.4636 2.6963 0.255
H -2.4743 0.3987 -0.9142 0.171
H -0.8500 -0.6720 -0.7914 -0.015
H -0.8555 1.0213 -1.5857 0.259
H -0.5315 -2.9958 -0.7686 0.193
H 1.5510 -0.6247 -1.8323 0.166
```

Kohn-Sham gap: 0.31754 Ha
LUMO energy: 0.013 Eh
maximum force: 5.4 eV Å⁻¹
E: -16921.7379 eV


Molecular formula: C27H39AsCoN5O6S3Se2
Method: DFT, wB97M-V/def2-TZVPD

XYZ file:
```
84
Properties=species:S:1:pos:R:3:mulliken_charge:R:1
Co -1.2236 -0.0678 0.3388 0.359
C -1.4562 -0.9906 6.1585 -1.041
Se -1.4777 -0.8200 4.1802 0.212
C -1.7221 1.1101 4.1654 0.081
C -0.4587 1.9018 4.3922 -0.771
Se 1.0382 1.2942 3.2742 0.089
C 1.6204 2.9873 2.5099 -0.546
H -1.2603 -2.0268 6.4145 0.334
H -2.4311 -0.7060 6.5466 0.288
H -0.6817 -0.3574 6.5824 0.258
H -2.4654 1.3490 4.9315 0.588
H -2.1305 1.3493 3.1853 -0.673
H -0.1226 1.8481 5.4335 0.479
H -0.6310 2.9378 4.0977 0.385
H 0.9197 3.2945 1.7410 0.025
H 2.6079 2.8503 2.0732 0.242
H 1.6646 3.7288 3.3056 0.380
O -3.9336 -0.1199 -0.8885 -0.539
As -4.0147 0.5374 0.7912 0.887
O -5.4874 0.1436 1.3331 -0.831
O -2.7805 -0.2230 1.5702 -0.280
C -3.9582 2.4322 0.2821 0.017
C -5.2208 2.8682 -0.1084 -0.644
C -5.4220 4.1496 -0.5842 -0.574
C -4.3358 5.0009 -0.7235 -0.613
C -3.0784 4.5678 -0.3475 -0.927
C -2.8939 3.2957 0.1672 0.109
S -1.3038 3.1348 0.9677 1.243
O -1.5840 3.7005 2.2773 -0.736
O -0.3668 3.9095 0.1807 -0.759
O -0.8853 1.7168 1.0681 0.433
H -4.6507 -0.7564 -0.9627 0.237
H -6.0420 2.1723 0.0046 0.503
H -6.4198 4.4913 -0.8255 0.366
H -4.4720 6.0010 -1.1073 0.378
H -2.2055 5.1992 -0.4265 0.485
C -0.6997 -4.9266 -2.1751 -1.496
C -0.5859 -3.4748 -1.7191 0.020
N 0.6141 -3.2872 -0.9395 0.218
C 0.6538 -2.8440 0.3227 0.133
S -0.7221 -2.3955 1.1988 -0.632
N 1.8264 -2.8365 0.9839 0.099
C 3.1255 -3.2155 0.4823 -0.607
C 3.2812 -4.7348 0.3786 -1.260
H -1.5895 -5.0416 -2.7858 0.426
H -0.7838 -5.5870 -1.3159 0.347
H 0.1650 -5.2298 -2.7648 0.351
H -1.4412 -3.2113 -1.0950 0.350
H -0.5676 -2.8073 -2.5833 -0.208
H 1.4849 -3.3403 -1.4484 0.331
H 1.7550 -2.4692 1.9199 0.239
H 3.8692 -2.8215 1.1755 0.340
H 3.3036 -2.7466 -0.4920 0.343
H 3.1529 -5.1862 1.3587 0.327
H 4.2659 -4.9966 -0.0033 0.417
H 2.5264 -5.1483 -0.2838 0.273
N -1.1850 0.4416 -9.4236 -0.573
C -1.1264 0.3337 -8.2789 0.087
C -1.0547 0.2053 -6.8836 0.530
C -2.1535 0.5525 -6.0873 -0.649
C -2.0841 0.4301 -4.7236 -0.468
C -0.9124 -0.0416 -4.1105 0.223
C 0.1845 -0.3898 -4.9129 -0.252
C 0.1185 -0.2667 -6.2799 -0.725
C -0.8736 -0.1655 -2.7136 0.124
C -0.8585 -0.3146 -1.4996 -0.508
H -3.0537 0.9162 -6.5603 0.438
H -2.9211 0.6929 -4.0951 0.546
H 1.0850 -0.7434 -4.4309 0.517
H 0.9618 -0.5323 -6.9038 0.419
C 6.2083 0.1190 0.0836 -0.931
N 4.8766 0.6211 -0.1856 -0.218
C 3.7291 0.2155 0.4367 0.187
S 2.3474 0.0784 -0.4748 -0.343
N 3.7205 -0.1024 1.7509 0.210
C 4.6838 0.3590 2.7297 -1.174
H 6.8451 0.3528 -0.7660 0.376
H 6.2134 -0.9661 0.2222 0.256
H 6.6385 0.5889 0.9660 0.261
H 4.6833 0.8147 -1.1592 0.319
H 2.7769 -0.2312 2.1079 -0.178
H 5.5373 -0.3239 2.7786 0.335
H 4.2053 0.3880 3.7071 0.326
H 5.0415 1.3647 2.4971 0.410
```

Kohn-Sham gap (spin up / spin down): 0.25730 / 0.25738 Ha
LUMO energy (spin up / spin down): 0.068 / 0.068 Eh
maximum force: 2.0 eV Å⁻¹
spin multiplicity: 2
E: -310030.9811 eV
net charge: -1


Molecular formula: C5H8S2
Method: DFT, wB97M-V/def2-TZVPD

XYZ file:
```
15
Properties=species:S:1:pos:R:3:mulliken_charge:R:1
C -2.5331 -0.1156 -0.6917 -0.708
S -1.4167 0.6278 -1.9717 -0.158
C -1.1090 -0.4773 -0.4839 -0.228
C -0.2749 0.1405 0.6051 -0.802
C 1.0229 0.1090 0.4013 0.208
C 2.0666 -0.9671 0.2423 -0.729
S 1.8705 0.0271 1.9562 -0.206
H -3.4833 -0.6268 -1.2482 0.269
H -2.7692 0.5053 0.0417 0.293
H -0.7150 -1.3611 -0.7860 0.570
H -0.7459 1.2409 0.8002 0.267
H -0.6568 -0.4160 1.5118 0.315
H 1.3430 0.9646 -0.2263 0.373
H 2.9435 -0.8679 -0.5445 0.254
H 1.7889 -2.0539 0.2609 0.280
```

Kohn-Sham gap: 0.33526 Ha
LUMO energy: 0.017 Eh
maximum force: 12.2 eV Å⁻¹
E: -26981.2288 eV